No. 1
ORCA calculation (ωB97M-V/def2-TZVPD) on C3H4N2 in the gas phase at a distorted geometry.

Geometry as ORCA input:
```
! wB97M-V def2-TZVPD RIJCOSX def2/J DEFGRID3
* xyz 0 1
C -0.757 1.391 0.107
C -0.355 0.116 -0.032
C 0.955 -0.583 -0.011
N -2.481 -0.060 -0.103
N -1.485 -0.648 -0.215
H -0.054 2.144 0.168
H 1.712 -0.165 0.771
H 1.605 -0.615 -0.848
H 0.862 -1.581 0.163
*
```

**HOMO (spin up / spin down)**: -8.53 / -9.98 eV
**Frontier orbital gap (spin up / spin down)**: 7.796 / 10.070 eV
**DFT total energy**: -6150.034 eV



No. 2
ORCA calculation (ωB97M-V/def2-TZVPD) on C3H4N2 in the gas phase at a distorted geometry.

Geometry as ORCA input:
```
! wB97M-V def2-TZVPD RIJCOSX def2/J DEFGRID3
* xyz 0 1
N 1.419 -0.689 0.002
C 0.164 -0.977 -0.016
C -0.825 0.048 0.075
C -0.334 1.374 0.186
N 0.662 2.011 0.527
H 1.976 -1.543 0.058
H -0.222 -2.002 -0.077
H -1.863 -0.112 -0.186
H -0.977 1.889 -0.570
*
```

**HOMO (spin up / spin down)**: -9.00 / -9.23 eV
**Frontier orbital gap (spin up / spin down)**: 8.730 / 7.610 eV
**DFT total energy**: -6151.727 eV



No. 3
ORCA calculation (ωB97M-V/def2-TZVPD) on C3H4N2 in the gas phase at a distorted geometry.

Geometry as ORCA input:
```
! wB97M-V def2-TZVPD RIJCOSX def2/J DEFGRID3
* xyz 0 1
N 2.587 -0.128 -0.463
C 1.473 -0.056 -0.222
C 0.203 0.507 -0.088
C -0.986 -0.319 -0.273
N -0.607 0.187 1.049
H 0.231 1.569 -0.414
H -1.850 0.152 -0.718
H -0.866 -1.374 -0.498
H -0.185 -0.538 1.627
*
```

**HOMO**: -10.36 eV
**Frontier orbital gap**: 11.142 eV
**DFT total energy**: -6154.137 eV
**SMILES**: N#C[C@H]1CN1



No. 4
ORCA calculation (ωB97M-V/def2-TZVPD) on 2 unconnected molecules or ions with the total composition C3H4N2 at a distorted geometry.

Geometry as ORCA input:
```
! wB97M-V def2-TZVPD RIJCOSX def2/J DEFGRID3
* xyz 0 1
C -0.505 -0.023 -1.372
C -0.831 0.298 -0.251
C -0.876 0.353 1.206
H -0.375 -0.160 -2.393
H -0.794 -0.549 1.744
H -1.755 0.811 1.702
H 0.006 0.861 1.393
N 2.372 -0.717 -1.523
N 2.757 -0.874 -0.504
*
```

**HOMO**: -10.00 eV
**Frontier orbital gap**: 11.136 eV
**DFT total energy**: -6154.525 eV
**SMILES**: C#CC.N#N



No. 5
ORCA calculation (ωB97M-V/def2-TZVPD) on 2 unconnected molecules or ions with the total composition C3H4N2O at a distorted geometry.

Geometry as ORCA input:
```
! wB97M-V def2-TZVPD RIJCOSX def2/J DEFGRID3
* xyz 0 1
C -2.085 -0.126 0.406
C -1.025 -0.886 0.309
O -0.117 -1.630 0.229
H -2.062 0.957 0.450
H -3.016 -0.671 0.413
N 0.235 1.729 -0.428
C 1.125 0.982 -0.456
N 2.147 0.114 -0.527
H 2.934 0.357 0.059
H 1.856 -0.854 -0.433
*
```

**HOMO**: -9.35 eV
**Frontier orbital gap**: 10.009 eV
**DFT total energy**: -8201.961 eV
**SMILES**: C=C=O.N#CN



No. 6
ORCA calculation (ωB97M-V/def2-TZVPD) on C3H4N2O in the gas phase.

Geometry as ORCA input:
```
! wB97M-V def2-TZVPD RIJCOSX def2/J DEFGRID3
* xyz 0 1
N 1.537 -0.124 -0.184
C 0.302 0.246 -0.409
C -0.443 1.229 0.318
N -1.363 0.425 0.713
C -1.105 -0.795 -0.203
O -0.876 -1.910 0.263
H 1.812 -1.052 -0.487
H 2.162 0.342 0.464
H -0.288 2.262 0.618
H -1.739 -0.622 -1.095
*
```

**HOMO**: -8.75 eV
**Frontier orbital gap**: 8.657 eV
**DFT total energy**: -8200.009 eV



No. 7
ORCA calculation (ωB97M-V/def2-TZVPD) on C3H4N2O in the gas phase at a distorted geometry.

Geometry as ORCA input:
```
! wB97M-V def2-TZVPD RIJCOSX def2/J DEFGRID3
* xyz 0 1
O -0.621 1.679 -1.239
C -0.268 0.573 -0.455
C -1.132 -0.527 -0.250
N -0.628 -1.392 0.615
N 0.548 -0.864 0.985
C 0.832 0.319 0.386
H 0.470 1.444 -1.517
H -2.091 -0.712 -0.723
H 1.133 -1.376 1.629
H 1.757 0.856 0.571
*
```

**HOMO**: -8.90 eV
**Frontier orbital gap**: 9.568 eV
**DFT total energy**: -8201.107 eV
**SMILES**: Oc1cn[nH]c1



No. 8
ORCA calculation (ωB97M-V/def2-TZVPD) on C3H4N2O in the gas phase.

Geometry as ORCA input:
```
! wB97M-V def2-TZVPD RIJCOSX def2/J DEFGRID3
* xyz 0 1
O 0.750 1.176 1.499
C 0.277 0.292 0.582
C 0.038 -1.039 0.606
N -0.507 -1.443 -0.607
C -0.519 -0.378 -1.351
N -0.058 0.747 -0.688
H 0.011 1.420 2.073
H 0.263 -1.733 1.401
H -0.920 -0.325 -2.358
H 0.701 1.276 -1.094
*
```

**HOMO**: -8.91 eV
**Frontier orbital gap**: 9.575 eV
**DFT total energy**: -8202.791 eV
**SMILES**: Oc1cnc[nH]1



No. 9
ORCA calculation (ωB97M-V/def2-TZVPD) on C3H4N2O in the gas phase.

Geometry as ORCA input:
```
! wB97M-V def2-TZVPD RIJCOSX def2/J DEFGRID3
* xyz 0 1
O 2.071 -0.067 -0.029
C 0.708 0.063 0.009
C -0.034 1.196 -0.387
N -1.335 0.998 -0.222
N -1.424 -0.238 0.279
C -0.226 -0.849 0.450
H 2.304 -0.727 -0.693
H 0.352 2.129 -0.780
H -2.335 -0.628 0.445
H -0.134 -1.836 0.885
*
```

**HOMO**: -9.09 eV
**Frontier orbital gap**: 9.913 eV
**DFT total energy**: -8202.567 eV
**SMILES**: Oc1cn[nH]c1



No. 10
ORCA calculation (ωB97M-V/def2-TZVPD) on C3H4N2O in the gas phase at a distorted geometry.

Geometry as ORCA input:
```
! wB97M-V def2-TZVPD RIJCOSX def2/J DEFGRID3
* xyz 0 1
H 1.737 1.509 -1.136
N 1.082 0.988 -0.571
C -0.148 1.115 -0.870
N -1.019 0.451 -0.004
C -1.063 -1.007 0.065
C -0.003 -0.634 0.666
O 0.983 -0.816 1.536
H -0.560 1.782 -1.637
H -1.882 -1.690 -0.004
H 0.843 -1.692 1.934
*
```

**HOMO**: -8.36 eV
**Frontier orbital gap**: 8.987 eV
**DFT total energy**: -8198.516 eV
**SMILES**: [H]/N=C/N1C=C1O



No. 11
ORCA calculation (ωB97M-V/def2-TZVPD) on a molecular structure, C3H4N2O at a distorted geometry.

Geometry as ORCA input:
```
! wB97M-V def2-TZVPD RIJCOSX def2/J DEFGRID3
* xyz 0 1
C 1.602 0.119 -0.042
C 0.124 0.063 -0.006
C -1.800 -0.467 0.067
O -1.957 0.756 -0.365
N -0.638 1.155 0.199
N -0.612 -1.044 -0.177
H -2.647 -0.985 0.493
H 1.952 -0.166 -1.035
H 1.956 1.127 0.167
H 2.020 -0.559 0.700
*
```

**HOMO**: -9.47 eV
**Frontier orbital gap**: 9.429 eV
**DFT total energy**: -8200.058 eV



No. 12
ORCA calculation (ωB97M-V/def2-TZVPD) on C3H4N2O in the gas phase at a distorted geometry.

Geometry as ORCA input:
```
! wB97M-V def2-TZVPD RIJCOSX def2/J DEFGRID3
* xyz 0 1
C 1.127 -1.065 -1.483
N 0.228 -0.530 -0.739
N 0.233 -0.808 0.541
C -0.417 0.087 1.169
C -1.145 1.466 0.700
O -1.866 1.968 1.464
H 1.880 -1.988 -1.217
H 1.572 -0.658 -2.407
H -0.234 -0.151 2.397
H -1.378 1.679 -0.426
*
```

**HOMO**: -9.24 eV
**Frontier orbital gap**: 8.717 eV
**DFT total energy**: -8198.973 eV
**SMILES**: C=N/N=C\C=O



No. 13
ORCA calculation (ωB97M-V/def2-TZVPD) on 2 unconnected molecules or ions with the total composition C3H4N2O at a distorted geometry.

Geometry as ORCA input:
```
! wB97M-V def2-TZVPD RIJCOSX def2/J DEFGRID3
* xyz 0 1
C 0.544 0.786 -1.437
C -0.226 -0.475 1.503
C 0.626 0.372 1.377
O -1.095 -1.413 1.759
N -1.093 -0.890 -1.001
N -0.361 -0.109 -1.382
H -1.542 -1.660 0.933
H 0.234 1.813 -1.517
H 1.529 0.489 -1.752
H 1.385 1.086 1.517
*
```

**HOMO**: -8.78 eV
**Frontier orbital gap**: 9.530 eV
**DFT total energy**: -8198.672 eV



No. 14
ORCA calculation (ωB97M-V/def2-TZVPD) on C3H4N2O in the gas phase at a distorted geometry.

Geometry as ORCA input:
```
! wB97M-V def2-TZVPD RIJCOSX def2/J DEFGRID3
* xyz 0 1
N -0.485 -0.319 -2.049
C -0.846 0.355 -1.170
C -0.837 0.849 0.162
C 0.503 -0.124 0.887
N 1.005 -0.964 -0.023
O 0.689 0.164 2.046
H -1.745 0.617 0.731
H -0.552 1.904 0.249
H 1.763 -1.577 0.286
H 0.505 -0.905 -1.120
*
```

**HOMO**: -9.84 eV
**Frontier orbital gap**: 10.327 eV
**DFT total energy**: -8202.091 eV
**SMILES**: N#CCC(N)=O



No. 15
ORCA calculation (ωB97M-V/def2-TZVPD) on C3H4N2O in the gas phase at a distorted geometry.

Geometry as ORCA input:
```
! wB97M-V def2-TZVPD RIJCOSX def2/J DEFGRID3
* xyz 0 1
C -0.569 1.163 -0.837
N -0.414 0.159 0.201
C 0.806 -0.256 0.595
O 1.882 0.263 0.666
C 0.571 -1.871 1.033
N 0.634 -2.988 1.347
H -0.817 0.638 -1.763
H 0.353 1.729 -0.980
H -1.392 1.825 -0.567
H -1.054 -0.663 0.305
*
```

**HOMO**: -11.01 eV
**Frontier orbital gap**: 11.495 eV
**DFT total energy**: -8202.448 eV
**SMILES**: CNC(=O)C#N



No. 16
ORCA calculation (ωB97M-V/def2-TZVPD) on C3H4N2O in the gas phase at a distorted geometry.

Geometry as ORCA input:
```
! wB97M-V def2-TZVPD RIJCOSX def2/J DEFGRID3
* xyz 0 1
O 0.716 0.618 2.121
C 0.365 0.323 0.999
C 0.697 0.848 -0.378
N -0.273 0.270 -1.323
C -0.823 -0.692 -0.674
N -0.541 -0.694 0.674
H 1.061 1.869 -0.499
H 1.197 0.158 -1.177
H -1.404 -1.471 -1.149
H -0.998 -1.265 1.368
*
```

**HOMO**: -9.25 eV
**Frontier orbital gap**: 10.030 eV
**DFT total energy**: -8202.008 eV
**SMILES**: O=C1CN=CN1



No. 17
ORCA calculation (ωB97M-V/def2-TZVPD) on C3H4N2O in the gas phase at a distorted geometry.

Geometry as ORCA input:
```
! wB97M-V def2-TZVPD RIJCOSX def2/J DEFGRID3
* xyz 0 1
N 2.441 0.256 -1.387
C 1.693 0.150 -0.512
C 0.725 -0.010 0.592
N -0.526 -0.581 0.155
C -1.544 0.237 -0.250
O -1.522 1.444 -0.152
H 0.506 0.974 1.014
H 1.174 -0.631 1.370
H -0.556 -1.558 -0.093
H -2.402 -0.325 -0.659
*
```

**HOMO**: -10.65 eV
**Frontier orbital gap**: 11.238 eV
**DFT total energy**: -8203.170 eV
**SMILES**: N#CCNC=O



No. 18
ORCA calculation (ωB97M-V/def2-TZVPD) on C3H4N2O in the gas phase at a distorted geometry.

Geometry as ORCA input:
```
! wB97M-V def2-TZVPD RIJCOSX def2/J DEFGRID3
* xyz 0 1
C 2.160 -0.384 -0.150
N 0.889 -0.400 0.297
N 0.277 0.853 0.183
C -1.118 0.924 -0.143
C -1.751 -0.271 0.050
O -2.941 -0.558 0.003
H 2.588 0.548 -0.194
H 2.658 -1.433 -0.205
H -1.597 1.883 0.092
H -1.165 -1.161 0.066
*
```

**HOMO**: -9.37 eV
**Frontier orbital gap**: 7.856 eV
**DFT total energy**: -8198.941 eV
**SMILES**: C=N/N=C\C=O



No. 19
ORCA calculation (ωB97M-V/def2-TZVPD) on C3H4N2O in the gas phase at a distorted geometry.

Geometry as ORCA input:
```
! wB97M-V def2-TZVPD RIJCOSX def2/J DEFGRID3
* xyz 0 1
H 1.146 -1.998 -1.326
N 1.449 -1.430 -0.482
C 0.487 -0.618 -0.248
C -0.813 -0.292 -0.805
C -1.260 0.775 -0.188
N -0.416 1.271 0.816
O 0.693 0.258 0.822
H -1.373 -0.671 -1.625
H -2.264 1.375 -0.307
H -0.760 1.150 1.797
*
```

**HOMO**: -9.02 eV
**Frontier orbital gap**: 9.790 eV
**DFT total energy**: -8200.844 eV
**SMILES**: [H]/N=c1\cc[nH]o1



No. 20
ORCA calculation (ωB97M-V/def2-TZVPD) on C3H4N2O in the gas phase.

Geometry as ORCA input:
```
! wB97M-V def2-TZVPD RIJCOSX def2/J DEFGRID3
* xyz 0 1
O -0.861 1.926 -0.827
C -0.260 0.871 -0.238
C 0.492 -0.092 -0.941
C 0.912 -0.957 0.041
N 0.418 -0.490 1.209
N -0.313 0.638 1.060
H -1.092 2.563 -0.145
H 0.689 -0.115 -2.001
H 1.526 -1.845 -0.007
H 0.522 -0.888 2.127
*
```

**HOMO**: -8.93 eV
**Frontier orbital gap**: 9.991 eV
**DFT total energy**: -8202.966 eV
**SMILES**: Oc1cc[nH]n1



Short version: M = 68.08; 68.08; 68.08; 68.08; 84.08; 84.08; 84.08; 84.08; 84.08; 84.08; 84.08; 84.08; 84.08; 84.08; 84.08; 84.08; 84.08; 84.08; 84.08; 84.08 g/mol, in the order given.
Short version: energy relative to the best compared isomer or geometry (same formula, charge and spin) = 566.1; 402.7; 170.2; 132.8; 185.7; 374.0; 268.1; 105.6; 127.2; 518.1; 369.3; 474.0; 503.0; 173.2; 138.7; 181.2; 69.1; 477.0; 293.5; 88.7 kJ/mol, in the order given.